[1]
10
Properties=species:S:1:pos:R:3 method="wB97M-V/def2-TZVPD" total_charge=+1 e_lumo_ha=-0.223 e_homo_ev=-12.378 total_energy_ha=-892.5198 spin_multiplicity=1
C -0.96498 -1.55025 -0.37082
N -1.73337 -0.53277 -0.33778
H -0.11420 -1.53024 -1.04108
H -1.16937 -2.34215 0.34070
H -2.56770 -0.56524 0.23589
H -1.50453 0.32066 -0.82793
S 1.79821 0.45351 0.32350
S 2.57424 2.29513 1.02627
H 0.59304 0.76774 0.82283
H 3.08865 2.68361 -0.17159

[2]
20
Properties=species:S:1:pos:R:3 method="wB97M-V/def2-TZVPD" e_lumo_ha=0.031 e_homo_ev=-9.852 total_energy_ha=-328.3072 smiles="CC(N)=O.CCC" spin_multiplicity=1
C -1.37843 -1.63761 -1.25594
C -2.39152 -0.57091 -0.94742
N -1.96912 0.68728 -1.31777
O -3.43032 -0.70660 -0.34651
H -0.48917 -1.42679 -0.68360
H -1.20964 -1.66951 -2.32630
H -1.78462 -2.57911 -0.89227
H -2.57781 1.48098 -1.24562
H -1.10781 0.77382 -1.82590
C 1.61715 -0.71689 0.74146
C 1.29220 0.50023 1.62906
C 1.48608 1.79632 0.83596
H 1.13930 -0.58383 -0.19975
H 1.23903 -1.63066 1.18445
H 2.68206 -0.84619 0.55525
H 0.29551 0.44446 2.01302
H 2.11356 0.43860 2.34755
H 1.20254 2.69534 1.37007
H 2.47554 1.82640 0.38060
H 0.79547 1.72467 -0.01634

[3]
21
Properties=species:S:1:pos:R:3 method="wB97M-V/def2-TZVPD" total_charge=+2 e_lumo_ha="-0.269 / -0.456" e_homo_ev="-14.785 / -20.209" total_energy_ha=-398.8285 spin_multiplicity=3
C 1.07724 -0.31850 -0.00563
C -0.91303 -0.55285 1.21852
C -0.67880 1.51955 -0.08193
C -0.37439 0.02338 -0.07872
N 1.40725 -1.55902 -0.15486
N 1.96479 0.65591 0.06832
N -0.98883 -0.57758 -1.24124
O 3.36371 0.28897 -0.04261
H -1.83732 -0.22328 1.43367
H -0.43820 -0.18250 2.06644
H -0.65652 -1.58892 1.27584
H -1.79006 1.68253 -0.27982
H -0.02025 1.92921 -0.93929
H -0.42957 1.99356 0.80497
H 0.69689 -2.26226 -0.02488
H 2.32127 -1.86232 -0.18083
H 1.85695 1.59786 0.36831
H -1.83435 -0.10800 -1.54063
H -1.17537 -1.54091 -1.07870
H -0.23832 -0.52980 -2.04994
H 3.93461 1.08952 0.15645

[4]
98
Properties=species:S:1:pos:R:3 method="wB97M-V/def2-TZVPD" e_lumo_ha=-0.030 e_homo_ev=-8.532 total_energy_ha=-2733.6930 spin_multiplicity=1
C 1.68846 -2.53815 -3.80862
N 1.56008 -3.84400 -3.05638
C 1.86154 -3.54276 -1.61949
C 0.11597 -4.28700 -3.18603
C 2.58931 -4.84473 -3.48232
C 2.54803 -5.26175 -4.93444
O 1.44156 -6.15962 -5.11674
H 1.17503 -1.76405 -3.24064
H 1.23097 -2.66537 -4.78758
H 2.72404 -2.24657 -3.97693
H 2.84670 -3.11736 -1.44742
H 1.74708 -4.44000 -1.01318
H 1.14800 -2.81965 -1.22916
H 0.18474 -5.26987 -2.71835
H -0.15264 -4.38990 -4.23017
H -0.52462 -3.62428 -2.61545
H 2.47261 -5.69813 -2.81771
H 3.54159 -4.33254 -3.34711
H 3.49308 -5.76276 -5.15722
H 2.41823 -4.41917 -5.61738
H 1.32475 -6.21798 -6.07244
Cl 0.44695 0.26744 -0.71068
O 0.08581 1.62691 -0.37520
O -0.16285 -0.63503 0.23116
O -0.10093 0.01849 -1.99636
O 1.87868 0.02436 -0.58917
C 2.14946 2.51878 -3.58325
N 2.85212 1.77346 -4.64906
O 3.17639 0.62023 -4.43184
O 3.07465 2.34700 -5.69488
H 2.88743 2.93823 -2.90136
H 1.37561 1.95232 -3.08072
H 1.71040 3.41599 -4.01559
C 2.46355 0.08906 3.10080
C 2.64212 -1.42725 3.03112
C 1.69898 -2.12201 4.02339
O 1.93841 -1.73239 5.35649
C 0.90287 -1.91203 6.28657
N 2.32596 -1.90974 1.68896
H 2.24726 0.52513 4.07643
H 1.72446 0.49305 2.40465
H 3.38157 0.55774 2.72650
H 3.65022 -1.73813 3.30206
H 1.85700 -3.19859 3.90623
H 0.65347 -1.87011 3.81575
H -0.01657 -1.40837 5.95755
H 1.16700 -1.60913 7.29229
H 0.63279 -2.97748 6.24061
H 1.35692 -1.67995 1.48884
H 2.84024 -1.42459 0.96553
C -5.26960 0.39919 -6.10961
C -4.04094 0.79222 -5.32279
C -2.72380 0.13665 -5.73584
O -2.69100 -1.19687 -5.33635
C -2.11915 -1.42311 -4.06301
N -3.93161 2.26935 -5.28823
H -6.19786 0.91144 -5.85147
H -5.44126 -0.67081 -5.96860
H -5.16541 0.60271 -7.17928
H -4.17436 0.45293 -4.28432
H -1.89993 0.74440 -5.33022
H -2.56166 0.25838 -6.81384
H -1.02952 -1.33658 -4.09672
H -2.40864 -2.42567 -3.75468
H -2.48590 -0.69039 -3.34117
H -3.14967 2.49907 -4.67425
H -4.71765 2.62279 -4.74831
C 2.41781 3.43946 3.32708
C 0.89514 3.34435 3.45670
C 0.44171 3.87390 4.80081
O 1.11115 3.22092 5.84840
C 0.82953 3.77508 7.13338
N 0.24354 3.93353 2.29277
H 2.75435 3.31289 2.29845
H 2.97292 2.76531 3.97541
H 2.65262 4.47462 3.61250
H 0.65733 2.27437 3.42032
H -0.63587 3.67171 4.90003
H 0.58081 4.96276 4.88312
H 0.63161 4.84760 7.09779
H 1.73203 3.57446 7.70820
H -0.03325 3.23753 7.53393
H 0.83890 4.66667 1.92456
H 0.09336 3.28250 1.53275
C -4.19057 2.41652 2.78755
C -4.18412 2.85436 4.05796
C -3.16026 2.39503 5.07091
O -3.21745 2.74485 6.23608
C -2.10581 1.55134 4.57061
C -2.08517 1.14606 3.29076
C -3.12191 1.51971 2.26089
O -3.10158 1.09624 1.13535
O -1.11064 0.30984 2.90056
O -5.11689 3.72573 4.47081
H -5.05971 2.75607 2.23850
H -1.36710 1.13154 5.23978
H -1.36085 -0.14450 2.07756
H -5.26818 3.61606 5.42307

[5]
106
Properties=species:S:1:pos:R:3 method="wB97M-V/def2-TZVPD" total_charge=+1 e_lumo_ha=-0.092 e_homo_ev=-10.227 total_energy_ha=-5261.6214 spin_multiplicity=1
Al -0.68286 0.26187 0.30059
C 0.88936 2.82454 -3.73477
C 1.49389 1.91382 -2.65738
C 2.69914 1.16441 -3.23378
C 1.83846 2.71683 -1.41521
C 3.02997 3.42740 -1.36027
C 3.37682 4.15644 -0.23485
C 2.52967 4.17466 0.85813
C 1.33580 3.45905 0.85867
C 0.44006 3.50225 2.08655
C -0.52087 4.69811 2.01623
C 1.23764 3.59004 3.39576
C 0.98658 2.73097 -0.28940
N -0.22453 1.97442 -0.32919
C -1.29448 2.62103 -0.93658
C -1.49115 4.00017 -1.05242
C -2.65687 4.49024 -1.62144
C -3.64060 3.64060 -2.11144
C -3.45038 2.26543 -2.05668
C -2.28738 1.82451 -1.48690
F -1.97897 0.46621 -1.42103
H 0.51209 2.23324 -4.57069
H 1.64910 3.51179 -4.11223
H 0.06937 3.41892 -3.33665
H 0.74506 1.16600 -2.37876
H 3.44752 1.85616 -3.62049
H 2.37540 0.53639 -4.06525
H 3.17622 0.52267 -2.48811
H 3.70079 3.41704 -2.20968
H 4.30522 4.71240 -0.20597
H 2.79975 4.75895 1.72806
H -0.16454 2.59334 2.09088
H 0.03265 5.61082 1.78816
H -1.02144 4.82825 2.97723
H -1.28552 4.55507 1.25401
H 1.52496 4.62237 3.60071
H 2.14588 2.99219 3.35852
H 0.63071 3.24271 4.23358
H -0.72570 4.67281 -0.68932
H -2.80429 5.56050 -1.68331
H -4.54671 4.03939 -2.54428
H -4.17635 1.56590 -2.44998
C 5.20777 0.09767 2.48788
C 3.77090 0.09282 2.07804
C 3.40756 0.28203 0.74897
C 2.07918 0.23155 0.39960
N 1.08397 0.07582 1.29505
C 1.42805 -0.06995 2.58164
C 2.74115 -0.10759 2.99579
H 5.74336 -0.69448 1.96140
H 5.32309 -0.04960 3.55927
H 5.67200 1.04446 2.20792
H 4.15597 0.45012 -0.01405
H 1.77715 0.27787 -0.63803
H 0.61729 -0.14954 3.29260
H 2.96218 -0.27323 4.04161
O -4.09686 -2.41740 -1.18335
S -3.76675 -2.35289 0.20441
O -3.43920 -3.55703 0.90144
N -2.53194 -1.24897 0.45781
C -2.96242 -0.21166 1.11323
O -2.10919 0.71654 1.39941
C -4.38466 -0.19782 1.47093
C -5.11974 0.79212 2.09971
C -6.46863 0.55219 2.32963
C -7.06098 -0.64301 1.93892
C -6.32490 -1.62544 1.28062
C -4.99034 -1.37727 1.06503
H -4.65608 1.72439 2.39337
H -7.06847 1.30997 2.81513
H -8.11010 -0.81234 2.13916
H -6.78243 -2.54741 0.94799
C -2.14000 -4.46380 -3.87090
C -1.82316 -5.13618 -2.69976
C -1.20536 -4.46623 -1.65562
C -0.90089 -3.11942 -1.79312
C -1.22462 -2.44274 -2.96555
C -1.84544 -3.11478 -4.00461
As 0.04945 -2.12226 -0.44750
C 0.00351 -3.15387 1.20420
C 0.55208 -4.43391 1.24782
C 0.53457 -5.17010 2.42183
C -0.02111 -4.63400 3.57295
C -0.54985 -3.35271 3.55056
C -0.53133 -2.62233 2.37414
C 1.90101 -2.50739 -0.97143
C 2.88267 -2.78000 -0.02250
C 4.19133 -3.01724 -0.41313
C 4.53679 -2.95794 -1.75572
C 3.56852 -2.66869 -2.70657
C 2.25621 -2.44689 -2.31658
H -2.62851 -4.99027 -4.68016
H -2.06105 -6.18647 -2.59630
H -1.00205 -4.98251 -0.72735
H -1.01071 -1.38189 -3.05024
H -2.10641 -2.58859 -4.91309
H 1.01492 -4.85376 0.36291
H 0.95571 -6.16652 2.44293
H -0.03426 -5.20486 4.49190
H -0.97934 -2.92816 4.44893
H -0.94202 -1.62444 2.36937
H 2.61817 -2.82150 1.02724
H 4.93965 -3.25763 0.33197
H 5.55867 -3.14360 -2.05972
H 3.83291 -2.63357 -3.75536
H 1.49347 -2.25755 -3.06370

[6]
68
Properties=species:S:1:pos:R:3 method="wB97M-V/def2-TZVPD" e_lumo_ha=-0.005 e_homo_ev=-7.110 total_energy_ha=-1434.8980 smiles="C#CC[N@@H+]1CCN(C)[C@](COO)(C(=O)[O-])C1.CCCC#N.CCCC#N.CCCC#N" spin_multiplicity=1
C -3.45593 -0.92406 -0.51088
C -2.25493 -1.11030 -0.35770
C -0.78567 -1.63520 -0.39143
N 0.11602 -0.77481 -1.24231
C 0.24974 0.60900 -0.70620
C 1.37466 1.34062 -1.54931
N 1.16153 1.37189 -3.02265
C 1.07003 2.80780 -3.40688
C -0.00205 0.57526 -3.47435
C 0.31839 0.15897 -5.00859
O -0.83729 -0.26063 -5.73742
O -1.04408 -1.61276 -5.60822
C -1.38593 1.35765 -3.51525
O -2.26492 1.15634 -2.61324
O -1.72021 2.20869 -4.49207
C -0.23200 -0.79744 -2.70176
H -4.44749 -0.54438 -0.88586
H -0.38918 -1.51620 0.67354
H -0.71065 -2.72924 -0.65980
H 1.05391 -1.21118 -1.15872
H 0.66831 0.50050 0.35234
H -0.72085 1.17237 -0.59761
H 2.35049 0.76764 -1.36727
H 1.55511 2.38390 -1.12372
H 0.33527 3.29986 -2.67513
H 2.05787 3.35537 -3.23334
H 0.67041 2.98755 -4.44821
H 0.86526 1.03089 -5.47565
H 1.05962 -0.71346 -5.02695
H -2.01867 -1.68135 -5.48061
H 0.43647 -1.57831 -3.19905
H -1.29498 -1.13898 -2.91237
C -1.71656 -7.65099 0.37443
C -1.80435 -6.63436 1.50776
C -1.46820 -5.21014 1.05752
C -0.07044 -5.15727 0.53185
N 1.01183 -5.11651 0.12490
H -0.70264 -7.72070 -0.02644
H -1.99171 -8.64452 0.73396
H -2.39257 -7.38593 -0.44332
H -1.12631 -6.93834 2.31055
H -2.81668 -6.64749 1.91995
H -1.55808 -4.51872 1.89856
H -2.15709 -4.88253 0.27447
C 1.38955 -0.97082 4.69904
C 1.51612 0.50688 5.05485
C 0.99519 1.43189 3.95165
C 1.77669 1.21576 2.69755
N 2.38359 1.05060 1.72571
H 1.98704 -1.22627 3.82031
H 1.74507 -1.59166 5.52379
H 0.34796 -1.23753 4.49694
H 2.56601 0.73301 5.26243
H 0.95781 0.70051 5.97416
H 1.09446 2.47600 4.25810
H -0.06171 1.23638 3.75355
C -0.32338 5.11959 0.72486
C 1.03089 5.72159 1.08561
C 1.66889 5.06063 2.31070
C 0.78264 5.23316 3.50046
N 0.09541 5.36666 4.42134
H -1.05301 5.26078 1.52575
H -0.72661 5.59979 -0.16880
H -0.23524 4.04744 0.52422
H 0.90621 6.79324 1.26606
H 1.70590 5.61570 0.23202
H 2.63993 5.51481 2.51988
H 1.82514 3.99340 2.13229

[7]
93
Properties=species:S:1:pos:R:3 method="wB97M-V/def2-TZVPD" total_charge=+1 e_lumo_ha=-0.262 e_homo_ev=-9.397 total_energy_ha=-3378.2607 spin_multiplicity=1
Ca -0.44795 0.00470 -0.46471
C -7.57466 1.54313 -4.06260
F -8.89329 1.53520 -3.92642
F -7.22958 0.74943 -5.03362
F -7.20647 2.76728 -4.36975
S -6.81609 0.94271 -2.41021
O -7.37807 -0.39849 -2.23113
O -5.31647 0.94478 -2.53992
O -7.20469 1.88911 -1.30905
C 5.98977 1.52243 2.17392
O 4.82154 1.29916 1.75614
N 6.34034 1.29570 3.48878
C 7.76669 1.31173 3.77816
C 5.34823 1.01884 4.57104
H 6.86698 1.86782 1.60522
H 8.06851 1.90209 4.64331
H 8.36712 1.66948 2.94175
H 8.07858 0.26760 3.80345
H 5.58967 1.75480 5.33797
H 4.28482 1.12808 4.35817
H 5.56478 0.05772 5.03735
C 4.28388 -1.90075 -5.56027
O 3.36494 -1.84851 -4.78647
N 4.81612 -2.96050 -6.16524
C 6.01748 -2.79766 -6.99764
C 4.29267 -4.28581 -5.90210
H 4.87590 -1.00810 -5.81501
H 6.94665 -3.21999 -6.61502
H 6.40005 -1.77863 -7.05508
H 5.85712 -3.32580 -7.93756
H 5.05960 -4.93870 -5.48541
H 3.31552 -4.26094 -5.41974
H 4.18782 -4.78131 -6.86729
C -1.03836 5.24553 4.19771
O -1.31594 4.30842 3.41698
N -1.84872 5.74203 5.18042
C -3.00407 5.03076 5.57419
C -1.45928 6.93786 5.88364
H -0.14021 5.87060 4.07596
H -3.79981 5.76260 5.71308
H -2.79584 4.59126 6.54969
H -3.39303 4.18374 5.00906
H -0.38590 7.12540 5.91169
H -1.97943 7.75726 5.38754
H -1.93957 6.84866 6.85805
C 2.86668 -5.56245 2.16476
O 2.56061 -4.51249 1.61056
N 4.05513 -6.11191 1.98083
C 4.20607 -7.50188 2.12365
C 5.07221 -5.46356 1.10478
H 2.16509 -6.07476 2.84116
H 5.27119 -7.72157 2.19668
H 3.74501 -8.07088 1.31634
H 3.70309 -7.89689 3.00632
H 5.08276 -6.05391 0.18856
H 4.87106 -4.42444 0.84422
H 6.06164 -5.62781 1.53156
C -3.51657 -4.81374 -4.43531
O -2.68584 -4.05542 -3.92562
N -3.96081 -4.64012 -5.65290
C -3.37907 -3.73493 -6.67511
C -4.96290 -5.54263 -6.21640
H -4.06818 -5.56314 -3.84683
H -2.84889 -4.44359 -7.31136
H -2.72754 -2.93901 -6.31440
H -4.07605 -3.15021 -7.27544
H -4.58560 -6.41448 -6.75082
H -5.60737 -6.03679 -5.48936
H -5.60821 -4.97607 -6.88774
C 0.42947 6.79821 -2.89491
O -0.12584 5.69463 -2.98340
N -0.29174 7.92217 -2.92524
C 0.34019 9.18752 -2.75757
C -1.69755 8.02566 -3.32273
H 1.50697 6.97140 -2.74935
H -0.40974 9.74252 -2.19393
H 0.49736 9.65881 -3.72776
H 1.27624 9.03197 -2.22120
H -2.00725 7.00675 -3.55512
H -2.18540 8.22974 -2.36961
H -1.81514 8.81710 -4.06293
C -4.46871 -1.74147 5.12176
O -3.51878 -1.55296 4.35159
N -4.37939 -2.02049 6.39479
C -5.57061 -1.96749 7.22734
C -3.08452 -1.99004 7.08902
H -5.53271 -1.81611 4.84873
H -5.40098 -2.83001 7.87183
H -6.48524 -2.15862 6.66606
H -5.70361 -1.07158 7.83377
H -2.98875 -2.95448 7.58782
H -2.25641 -1.73918 6.42616
H -3.09873 -1.28210 7.91771

[8]
69
Properties=species:S:1:pos:R:3 method="wB97M-V/def2-TZVPD" total_charge=+1 e_lumo_ha=-0.136 e_homo_ev=-10.026 total_energy_ha=-9723.2032 spin_multiplicity=1
Zr -0.39731 -0.02938 -0.83407
Se 0.19495 0.40526 -3.38998
Te -0.47439 2.64746 -2.49458
Te -2.91093 2.09229 -1.45207
Se -2.02123 1.20591 0.74480
C -4.14941 -1.72227 -1.10908
Te -2.42653 -1.99625 -2.34069
C -3.42251 -0.79597 -3.78807
C -4.75747 -0.43429 -3.18854
C -5.64329 0.37023 -3.90264
C -6.85059 0.75394 -3.34583
C -7.18797 0.33203 -2.06508
C -6.31630 -0.47323 -1.35355
C -5.09738 -0.86111 -1.90771
H -3.83904 -1.23756 -0.18382
H -4.57760 -2.69547 -0.87661
H -3.52320 -1.36930 -4.70759
H -2.80490 0.08073 -3.98748
H -5.37892 0.69830 -4.90091
H -7.53084 1.37842 -3.90928
H -8.13183 0.62647 -1.62629
H -6.58035 -0.80823 -0.35747
C -0.01934 -0.73402 3.83281
N -0.55166 -1.64834 2.82524
C -2.00336 -1.80414 2.82659
C 0.22580 -2.18335 1.87252
S -0.41372 -2.40977 0.25577
N 1.44930 -2.58680 2.17535
C 2.42987 -2.93717 1.15489
C 1.85465 -2.91108 3.54200
H -0.67055 0.14118 3.85914
H 0.97590 -0.40671 3.54158
H 0.00614 -1.17650 4.82970
H -2.31545 -2.00797 3.85155
H -2.28968 -2.64260 2.19991
H -2.50339 -0.90159 2.47508
H 2.25108 -2.35787 0.26016
H 2.37250 -4.00260 0.92456
H 3.42064 -2.69923 1.53884
H 0.98003 -3.10043 4.15691
H 2.45503 -2.11657 3.98565
H 2.45424 -3.81867 3.50023
C 5.08089 -0.13051 -0.31026
Si 3.45880 0.12146 -1.21121
C 3.06341 -1.48738 -2.11454
C 3.68907 1.53158 -2.43086
As 1.79901 0.59952 0.41301
Si 2.18088 2.80325 1.16836
C 3.41181 2.62507 2.56377
C 0.58767 3.53373 1.80430
C 2.90923 3.88381 -0.16838
H 5.86472 -0.39729 -1.02479
H 5.01526 -0.92596 0.43411
H 5.39543 0.78231 0.20046
H 3.52471 -1.44179 -3.10461
H 2.00330 -1.69980 -2.27174
H 3.50103 -2.34404 -1.59974
H 4.59148 2.09290 -2.18000
H 2.85052 2.22556 -2.44045
H 3.80709 1.14368 -3.44417
H 3.00462 2.01223 3.37018
H 3.67044 3.60286 2.97766
H 4.33201 2.15135 2.21632
H 0.12766 2.90192 2.56616
H -0.14174 3.67841 1.00654
H 0.79854 4.50683 2.25631
H 3.86262 3.49444 -0.52798
H 3.09018 4.88079 0.24294
H 2.24038 3.99131 -1.02332